[1]
107
Properties=species:S:1:pos:R:3 method="wB97M-V/def2-TZVPD" gap_ev="7.4 / 5.5" charge=+3 multiplicity=6 energy_ev=-147196.1983 largest_force_ev_per_a=0.76
Ru 0.811 0.241 -0.383
C -2.553 1.717 -3.314
O -3.067 0.671 -2.450
C -2.128 0.445 -1.546
N -1.081 1.176 -1.576
C -1.356 2.279 -2.517
C -0.198 2.841 -3.313
C 1.116 2.760 -2.866
C 2.136 3.444 -3.514
C 1.854 4.212 -4.635
C 0.548 4.287 -5.101
C -0.470 3.617 -4.438
C -2.353 -0.523 -0.464
C -3.573 -1.119 -0.183
C -3.690 -1.837 1.001
C -2.604 -1.927 1.860
C -1.417 -1.317 1.477
N -1.302 -0.647 0.339
C -0.185 -1.308 2.275
N 0.894 -0.776 1.840
C 1.940 -0.997 2.856
C 1.155 -1.693 4.003
O -0.168 -1.903 3.452
C 2.631 0.248 3.361
C 3.921 0.142 3.871
C 4.545 1.252 4.426
C 3.882 2.471 4.472
C 2.594 2.576 3.965
C 1.969 1.468 3.414
H -3.351 2.435 -3.471
H -2.253 1.277 -4.267
H -1.711 3.113 -1.897
H 1.352 2.179 -1.989
H 3.149 3.385 -3.129
H 2.641 4.767 -5.130
H 0.317 4.889 -5.969
H -1.488 3.717 -4.799
H -4.408 -1.003 -0.861
H -4.630 -2.304 1.263
H -2.668 -2.441 2.809
H 2.683 -1.672 2.418
H 1.062 -1.051 4.878
H 1.562 -2.655 4.304
H 4.432 -0.815 3.849
H 5.538 1.161 4.850
H 4.360 3.329 4.926
H 2.063 3.518 4.021
H 0.966 1.552 3.019
N 0.589 2.437 0.375
C 0.991 3.486 0.059
N 1.437 4.646 -0.291
C 2.854 5.002 -0.108
C 2.927 6.434 0.411
O 2.244 7.302 -0.465
C 0.868 7.004 -0.538
C 0.648 5.595 -1.089
H 3.351 4.950 -1.081
H 3.323 4.300 0.580
H 3.963 6.764 0.449
H 2.499 6.485 1.421
H 0.418 7.732 -1.210
H 0.397 7.095 0.449
H 0.995 5.554 -2.126
H -0.407 5.329 -1.046
C 1.787 -4.582 -0.008
C 1.755 -3.160 -0.246
N 1.745 -2.033 -0.462
H 1.475 -4.814 1.010
H 2.798 -4.960 -0.162
H 1.115 -5.083 -0.706
C -1.322 -2.151 -5.279
N -0.405 -1.062 -5.561
C 0.503 -0.552 -4.715
Se 0.866 -1.144 -2.968
N 1.206 0.382 -5.371
C 0.759 0.487 -6.677
C 1.168 1.276 -7.743
C 0.503 1.095 -8.938
C -0.537 0.163 -9.066
C -0.946 -0.621 -8.005
C -0.273 -0.444 -6.802
H -1.295 -2.376 -4.217
H -1.029 -3.041 -5.836
H -2.335 -1.875 -5.567
H 1.939 0.931 -4.952
H 1.977 1.988 -7.641
H 0.796 1.676 -9.802
H -1.028 0.055 -10.023
H -1.748 -1.338 -8.117
N 4.737 -0.663 -1.305
C 4.665 0.178 -0.277
S 3.264 1.139 -0.002
N 5.684 0.346 0.550
C 7.047 -0.037 0.371
C 7.653 -0.002 -0.882
C 8.997 -0.318 -0.999
C 9.736 -0.663 0.123
C 9.129 -0.684 1.371
C 7.788 -0.368 1.500
H 3.913 -0.817 -1.862
H 5.525 -1.286 -1.414
H 5.467 0.851 1.402
H 7.095 0.319 -1.752
H 9.472 -0.275 -1.970
H 10.786 -0.901 0.025
H 9.706 -0.949 2.247
H 7.310 -0.382 2.473

[2]
19
Properties=species:S:1:pos:R:3 method="wB97M-V/def2-TZVPD" gap_ev="9.7 / 5.0" energy_ev=-9484.6051 largest_force_ev_per_a=5.42 de_lowest_ev=8.8175
C -3.087 0.077 -0.042
C -3.764 0.507 0.861
C -2.098 -0.353 -1.133
C 1.053 1.187 0.719
C -0.703 -0.043 -0.710
C -0.418 0.996 0.430
C 1.310 -0.341 0.895
C -0.190 -0.432 0.602
C 2.230 -1.069 -0.082
H -2.288 -1.355 -1.144
H -2.255 0.017 -2.068
H 1.575 1.565 -0.238
H 1.031 1.874 1.670
H 0.085 -0.102 -1.558
H -1.339 1.532 0.644
H 1.527 -0.556 1.899
H 1.938 -2.004 0.035
H 3.285 -0.937 0.187
H 2.109 -0.565 -0.968

[3]
76
Properties=species:S:1:pos:R:3 method="wB97M-V/def2-TZVPD" gap_ev="6.7 / 7.0" multiplicity=5 energy_ev=-146761.3059 largest_force_ev_per_a=1.00 de_lowest_ev=0.0883
Ru 0.814 0.254 -0.324
C 3.477 1.913 -0.661
Si 1.770 2.502 -0.021
C 1.318 3.987 -1.094
C 2.160 3.337 1.660
C 2.950 4.494 1.541
C 3.308 5.275 2.631
C 2.875 4.919 3.900
C 2.111 3.773 4.054
C 1.747 2.960 2.962
Si 0.675 1.522 3.472
C -1.105 2.006 3.481
C 1.226 0.873 5.117
H 4.017 2.738 -1.149
H 3.378 1.118 -1.405
H 4.099 1.538 0.160
H 2.228 4.548 -1.341
H 0.637 4.662 -0.563
H 0.854 3.690 -2.036
H 3.300 4.798 0.557
H 3.918 6.161 2.489
H 3.136 5.523 4.763
H 1.796 3.500 5.060
H -1.262 2.761 4.262
H -1.745 1.145 3.698
H -1.397 2.448 2.524
H 1.218 1.658 5.878
H 2.246 0.480 5.050
H 0.563 0.073 5.454
C -1.295 -5.538 -2.067
Si -2.241 -4.000 -2.503
C -1.671 -3.329 -4.138
C -4.051 -4.452 -2.648
C -2.154 -2.730 -1.106
C -3.143 -2.722 -0.135
C -3.200 -1.740 0.861
C -2.274 -0.730 0.808
N -1.285 -0.700 -0.106
C -1.155 -1.722 -1.001
S 0.331 -1.710 -1.884
H -1.428 -6.297 -2.848
H -1.644 -5.958 -1.119
H -0.223 -5.330 -1.975
H -2.112 -3.921 -4.951
H -0.583 -3.374 -4.220
H -1.967 -2.283 -4.268
H -4.206 -5.084 -3.531
H -4.687 -3.566 -2.749
H -4.394 -5.021 -1.775
H -3.912 -3.491 -0.149
H -3.959 -1.752 1.633
H -2.306 0.104 1.502
C -1.884 3.156 -4.635
N -0.709 2.422 -4.207
C -0.598 1.761 -3.022
N -1.749 1.644 -2.300
O 0.485 1.302 -2.647
H -1.630 3.732 -5.519
H -2.232 3.851 -3.867
H -2.705 2.486 -4.904
H 0.168 2.572 -4.669
H -2.642 1.822 -2.720
H -1.719 0.987 -1.542
Br 0.706 -6.046 0.975
C 1.332 -4.269 0.995
C 2.481 -3.934 0.290
N 2.985 -2.713 0.297
C 2.345 -1.771 0.997
C 1.205 -2.027 1.736
C 0.681 -3.307 1.730
C 0.517 -0.992 2.565
O -0.351 -1.245 3.347
O 0.951 0.263 2.322
H 2.997 -4.682 -0.305
H 2.833 -0.807 1.037
H -0.221 -3.518 2.293

[4]
108
Properties=species:S:1:pos:R:3 method="wB97M-V/def2-TZVPD" gap_ev=1.6 energy_ev=-289321.6637 largest_force_ev_per_a=6.48
C 1.691 -6.528 -0.832
O 0.766 -6.810 -1.915
C 0.102 -5.538 -2.131
C -1.425 -5.703 -2.556
C -2.147 -4.482 -1.834
C -3.669 -4.324 -2.301
C -3.810 -2.996 -3.144
C -4.830 -1.940 -2.535
C -4.035 -0.681 -1.971
C -3.921 -0.810 -0.382
C -2.644 -0.089 0.201
C -1.624 -1.112 0.865
S -2.295 -1.789 2.466
C -3.584 -3.063 2.229
O -2.902 -0.672 3.238
O -1.154 -2.480 3.153
O -1.571 -2.323 0.037
S -0.201 -2.050 -0.861
O -0.540 -1.083 -1.922
O 0.518 -3.199 -1.439
O 0.704 -1.549 0.433
C -0.132 -0.548 1.062
O 0.181 0.665 0.405
C 1.565 0.997 0.579
C 2.242 1.196 -0.854
C 3.341 0.118 -1.188
O 1.270 1.200 -1.888
H 2.167 -5.524 -1.032
H 2.461 -7.323 -0.701
H 1.142 -6.427 0.150
H 0.658 -4.895 -2.865
H 0.055 -5.059 -1.112
H -1.800 -6.690 -2.182
H -1.586 -5.632 -3.660
H -1.545 -3.583 -2.114
H -2.066 -4.596 -0.717
H -3.882 -5.217 -2.956
H -4.378 -4.406 -1.436
H -4.136 -3.257 -4.183
H -2.836 -2.440 -3.263
H -5.493 -2.421 -1.775
H -5.456 -1.558 -3.390
H -4.600 0.267 -2.164
H -3.028 -0.579 -2.446
H -3.984 -1.901 -0.151
H -4.825 -0.282 0.035
H -2.136 0.457 -0.632
H -2.911 0.663 0.995
H -3.761 -3.559 3.275
H -3.283 -3.870 1.503
H -4.548 -2.582 1.896
H 0.026 -0.321 2.145
H 2.133 0.307 1.250
H 1.598 2.012 1.077
H 2.763 2.201 -0.854
H 4.175 0.663 -1.881
H 2.947 -0.721 -1.819
H 3.886 -0.284 -0.292
H 1.611 0.772 -2.687
C 4.338 -3.826 1.121
F 3.374 -3.057 1.631
F 4.359 -4.945 1.836
F 3.943 -4.166 -0.118
S 5.986 -2.982 1.126
O 6.250 -2.680 2.507
O 5.794 -1.743 0.285
O 6.909 -3.928 0.535
O 4.229 -6.405 -5.451
V 4.494 -6.780 -3.782
O 4.752 -7.151 -2.096
C -1.627 3.947 -1.624
N -1.491 5.014 -0.643
C -2.547 5.314 0.131
C -2.452 6.295 1.103
C -1.255 6.978 1.292
C -0.187 6.655 0.452
C -0.328 5.673 -0.508
C -1.095 7.989 2.352
C -0.111 7.843 3.331
C 0.067 8.816 4.294
N -0.702 9.920 4.301
C -1.677 10.083 3.387
C -1.892 9.132 2.408
C -0.473 10.980 5.305
H -2.512 4.224 -2.304
H -1.819 3.022 -1.081
H -0.710 3.856 -2.203
H -3.457 4.751 -0.033
H -3.317 6.500 1.723
H 0.764 7.168 0.537
H 0.484 5.401 -1.167
H 0.526 6.966 3.353
H 0.827 8.727 5.059
H -2.266 10.989 3.448
H -2.673 9.305 1.677
H -1.400 11.137 5.853
H -0.174 11.882 4.774
H 0.315 10.674 5.989
Br -3.986 5.028 -3.026
Br 7.096 -0.596 0.872
Be -2.462 -3.798 4.480
F 5.590 -1.524 4.505
Cl 4.078 0.667 -3.621
O 7.071 -5.959 -0.996
H 6.399 -6.649 -1.268
H 7.194 -5.941 -0.030
H 6.835 -5.082 -1.345
F 7.672 -6.348 -3.310